Formula: C33H51As2FeN5O8S3
Source: OMol25
Level of theory: the ωB97M-V functional and the def2-TZVPD basis

Structure (ORCA input):
```
! wB97M-V def2-TZVPD RIJCOSX def2/J DEFGRID3
* xyz 2 5
Fe -0.01017 -0.65067 0.87392
C 1.98242 -2.26735 1.22788
C 1.68238 -2.63927 -0.22005
N 0.49748 -1.88787 -0.73211
C -0.66627 -2.75317 -1.10600
C -1.97151 -2.24282 -0.52208
N -1.81641 -1.86557 0.91675
C -1.62832 -2.97508 1.87805
C -0.15894 -3.40798 2.00659
N 0.73667 -2.22624 2.04270
H 2.40054 -1.25115 1.26760
H 2.74379 -2.93902 1.63224
H 1.51278 -3.71137 -0.31097
H 2.55106 -2.41400 -0.83758
H 0.81694 -1.41450 -1.58262
H -0.46929 -3.77143 -0.76997
H -0.77314 -2.77261 -2.19064
H -2.74675 -2.99977 -0.66287
H -2.27666 -1.34970 -1.06607
H -2.65966 -1.36966 1.17925
H -2.23882 -3.84189 1.61458
H -1.97071 -2.61415 2.85088
H 0.12568 -4.04629 1.17669
H -0.04339 -4.00183 2.91229
H 0.97456 -1.98408 2.99726
C 3.37404 3.56438 -0.50836
N 3.27202 2.54972 0.59276
C 3.66660 1.19893 0.08457
C 1.87608 2.57059 1.15866
C 1.60755 1.62238 2.31269
C 2.60561 1.41130 3.26332
C 2.38629 0.69576 4.42622
C 1.10976 0.20723 4.67494
C 0.10919 0.39029 3.74048
C 0.32350 1.03751 2.50532
H 4.38419 3.55316 -0.90783
H 3.13941 4.54885 -0.11127
H 2.66149 3.29404 -1.28592
H 3.92783 2.81922 1.32523
H 2.92721 0.88440 -0.65102
H 3.70646 0.49811 0.91238
H 4.64377 1.27213 -0.38451
H 1.23233 2.35742 0.31051
H 1.68272 3.59694 1.47484
H 3.58747 1.85704 3.13191
H 3.18474 0.55262 5.14225
H 0.89566 -0.31012 5.60237
H -0.87830 -0.00370 3.94902
S -2.47869 1.16603 2.15270
C -2.67437 2.81014 2.60705
N -3.71904 3.22033 3.27378
C -3.91701 4.67561 3.37816
C -2.55128 5.30139 3.08612
S -1.60651 4.05945 2.12993
H -4.46733 2.58031 3.51204
H -4.25475 4.92465 4.38091
H -4.67676 4.99149 2.66476
H -1.99545 5.52251 3.99326
H -2.63456 6.20180 2.48443
C -3.66058 1.69173 -3.61868
O -2.80910 2.84604 -3.44670
C -1.61614 2.85007 -4.06046
O -0.94742 3.85202 -4.06326
C -1.10076 1.54189 -4.59223
C -1.06876 1.26003 -5.89107
As -0.24320 -0.35751 -6.77024
C -1.66648 -0.66860 -8.07765
C -0.66423 -1.36681 -5.15715
C 0.27475 -0.99870 -4.15085
As -0.30525 0.50690 -3.09650
C 1.32267 1.63900 -3.03130
C 1.66394 -1.34056 -4.08780
O 2.36819 -1.16782 -3.07041
O 2.16135 -1.97394 -5.15605
C 3.52364 -2.40152 -5.06917
C -2.04020 -1.55718 -4.73071
O -2.41726 -1.55220 -3.55531
O -2.89605 -1.75795 -5.74236
C -4.29566 -1.85292 -5.45431
C -1.83004 2.15865 -6.82823
O -3.03426 2.17186 -6.82367
O -1.15708 2.90015 -7.70818
C 0.27262 3.00328 -7.60464
H -3.83122 1.50454 -4.67632
H -4.59636 1.95116 -3.13326
H -3.22608 0.80946 -3.14789
H -1.37240 -0.17709 -9.00496
H -2.63740 -0.29931 -7.75974
H -1.72798 -1.74046 -8.25550
H 1.74777 1.74780 -4.02841
H 2.06657 1.19308 -2.37560
H 1.02204 2.63005 -2.67748
H 3.71255 -2.95903 -5.98031
H 3.67855 -3.03480 -4.19785
H 4.19020 -1.54305 -5.00897
H -4.80453 -1.11475 -6.07035
H -4.48814 -1.66694 -4.40241
H -4.63068 -2.85091 -5.72658
H 0.54095 3.91249 -8.13216
H 0.75418 2.15089 -8.07977
H 0.58368 3.07990 -6.56385
S -0.61311 1.24110 -0.18567
C -0.80615 1.13266 1.52548
*
```

Results
Gap between HOMO and LUMO (spin up / spin down)   3.5456 / 4.9193 eV
HOMO level (spin up / spin down)   -10.0 / -10.6 eV

=====

Formula: C33H51AsCl3GeN3O2Si3Ta
Source: OMol25
Level of theory: the ωB97M-V functional and the def2-TZVPD basis

Structure (ORCA input):
```
! wB97M-V def2-TZVPD RIJCOSX def2/J DEFGRID3
* xyz 2 2
Ta -0.59310 0.75870 -1.50434
O 0.57339 0.64439 0.78194
C 1.61426 1.57111 0.90499
C 2.88401 1.20008 1.30920
C 3.89715 2.12988 1.50330
C 3.65783 3.48088 1.34221
C 2.39713 3.86835 0.93546
C 1.37948 2.93884 0.67948
C 0.24761 3.53565 0.01306
N -0.59202 2.95954 -0.76148
C -1.38247 3.87490 -1.61242
C -1.34476 3.31818 -3.03321
N -1.86323 1.94850 -2.85418
C -3.13364 1.82655 -3.06861
C -4.01032 0.84861 -2.48230
C -5.32888 0.72002 -2.93422
C -6.20138 -0.12965 -2.28503
C -5.77247 -0.82641 -1.15784
C -4.47869 -0.69481 -0.67123
C -3.60466 0.13886 -1.34573
O -2.30779 0.28708 -0.95517
H 3.11321 0.17795 1.52397
H 4.87227 1.77978 1.81671
H 4.42890 4.21558 1.52345
H 2.18978 4.91656 0.76700
H 0.21963 4.62327 0.07963
H -0.97361 4.88547 -1.58010
H -2.41633 3.90207 -1.25826
H -0.33164 3.29611 -3.42668
H -1.97696 3.90404 -3.70176
H -3.61597 2.60147 -3.66487
H -5.65344 1.28868 -3.79622
H -7.21578 -0.24107 -2.63714
H -6.46046 -1.48296 -0.64302
H -4.15479 -1.23622 0.20131
C -1.19756 -2.62652 3.29820
Si -1.19891 -1.33265 1.93222
C -1.41492 -2.30463 0.32179
C -2.64862 -0.20149 2.27591
C 0.49862 -0.40126 1.95049
Si 0.51375 0.70321 3.59573
C -0.15699 -0.23489 5.06737
C 2.13914 1.41912 4.20724
C -0.59339 2.18899 3.24046
Si 1.82037 -1.83460 1.76020
C 2.99357 -1.85182 3.22770
C 1.20620 -3.60684 1.63507
C 2.81531 -1.66012 0.14681
C 4.14480 -2.08935 0.17525
C 4.90484 -2.10780 -0.98099
C 4.30593 -1.69978 -2.15945
C 2.98612 -1.29160 -2.10892
N 2.24036 -1.25563 -1.00099
H -1.42379 -3.60186 2.86697
H -1.98106 -2.39798 4.01980
H -0.27136 -2.72590 3.85837
H -2.08937 -1.86146 -0.39746
H -1.82516 -3.28224 0.58549
H -0.46638 -2.47981 -0.18354
H -3.57296 -0.78024 2.26804
H -2.55344 0.20334 3.28352
H -2.76190 0.63725 1.59284
H 0.40628 -1.13450 5.31280
H -1.20902 -0.49902 5.00128
H -0.04747 0.44544 5.91433
H 1.95711 1.67519 5.25391
H 2.39404 2.34302 3.69292
H 3.00478 0.76343 4.18363
H -1.39423 2.24659 3.97834
H -1.05719 2.17281 2.25640
H -0.00990 3.10602 3.32737
H 2.48977 -1.53700 4.14207
H 3.87650 -1.22121 3.12104
H 3.33835 -2.87198 3.39540
H 0.46130 -3.90484 2.36814
H 2.09658 -4.21049 1.82491
H 0.84487 -3.88179 0.64649
H 4.58431 -2.41304 1.10876
H 5.93433 -2.43781 -0.96399
H 4.83872 -1.69688 -3.09944
H 2.50511 -0.97494 -3.02686
Cl 3.04052 4.51608 -2.70499
Ge 4.10072 2.59438 -2.39965
Cl 1.28102 1.46934 -2.61083
Cl 4.35833 1.99897 -4.47963
C -2.61338 -2.01910 -3.50430
As -0.81429 -1.43026 -3.08475
C 0.00239 -3.16280 -2.75870
C -0.19246 -0.95991 -4.86224
H -2.50231 -2.81400 -4.24492
H -3.21320 -1.21600 -3.92468
H -3.10299 -2.41749 -2.61717
H 0.38650 -3.53880 -3.70761
H -0.77373 -3.83399 -2.39000
H 0.80186 -3.09965 -2.03088
H -0.35258 -1.80829 -5.52883
H 0.86345 -0.69785 -4.85026
H -0.75956 -0.10302 -5.22407
*
```

Results
Gap between HOMO and LUMO (spin up / spin down)   7.1902 / 7.4952 eV
Energy above the lowest of the compared OMol25 structures with the same formula, charge and spin   38.79 kcal/mol
HOMO level (spin up / spin down)   -13.5 / -14.0 eV

=====

Formula: C33H51Br2FN5O3
Source: OMol25
Level of theory: the ωB97M-V functional and the def2-TZVPD basis

Structure (ORCA input):
```
! wB97M-V def2-TZVPD RIJCOSX def2/J DEFGRID3
* xyz 1 1
C -0.44943 4.20621 2.48068
C 0.81890 3.34979 2.55404
C 0.46785 1.85068 2.52977
F 0.39174 1.35480 3.81036
C 1.37819 0.94614 1.67569
C 2.85290 1.05285 1.94535
C 3.36519 1.48432 3.16233
C 4.71408 1.51193 3.39708
C 5.62285 1.10820 2.41599
C 5.13231 0.66784 1.19164
C 3.76484 0.64056 0.96369
N 1.09796 1.38066 0.26281
C 0.00782 0.59375 -0.41001
C 0.57078 -0.80088 -0.61975
C -0.37761 -1.70017 -1.36928
Br 0.24438 -2.21224 -3.09050
C -1.56372 -2.16013 -0.99604
C -2.44552 -3.04137 -1.81709
Br -2.25113 -1.72093 0.72124
N 1.08388 -1.34506 0.64035
C 0.87121 -0.54150 1.82457
C 1.48952 -1.27166 3.02260
C 0.44830 -2.20791 3.66637
C 0.87850 -2.75100 5.00314
C 1.41498 -1.93634 6.00356
C 1.79740 -2.45215 7.23631
C 1.65482 -3.81002 7.50458
C 1.10548 -4.62672 6.52305
C 0.72262 -4.10657 5.29468
H -0.23948 5.16702 2.93682
H -1.24956 3.75634 3.06053
H -0.78078 4.35329 1.45745
H 1.30524 3.56593 3.49552
H 1.48390 3.56595 1.71942
H -0.53622 1.74486 2.10853
H 2.70664 1.78387 3.96223
H 5.11930 1.84803 4.33707
H 6.67819 1.12984 2.62612
H 5.82809 0.34588 0.43368
H 3.44086 0.27730 -0.00659
H 0.86376 2.37506 0.21565
H 1.92640 1.26212 -0.32168
H -0.90121 0.61377 0.17566
H -0.19433 1.04391 -1.37565
H 1.42398 -0.66077 -1.28883
H -3.38783 -3.20581 -1.31152
H -1.94875 -3.97079 -2.07180
H -2.66556 -2.53141 -2.75313
H 2.04759 -1.63103 0.55740
H -0.18827 -0.47222 2.04520
H 1.81207 -0.58164 3.78315
H 2.31000 -1.89570 2.67599
H 0.20438 -3.02175 2.99288
H -0.44559 -1.60811 3.84851
H 1.52483 -0.87382 5.83302
H 2.20576 -1.77737 7.97104
H 1.96834 -4.19869 8.45917
H 0.99076 -5.68002 6.73134
H 0.29182 -4.74904 4.54079
C -0.84247 -2.29759 -6.58249
C -2.14632 -2.95863 -6.97357
O -2.61253 -3.87635 -6.31034
N -2.77599 -2.49611 -8.07520
C -2.37065 -1.42211 -8.96089
H -0.47756 -2.80183 -5.69290
H -0.10105 -2.39413 -7.37613
H -0.99750 -1.24069 -6.36050
H -3.64250 -2.96828 -8.28458
H -3.14680 -0.65765 -8.97469
H -2.24948 -1.80988 -9.97290
H -1.43414 -0.97479 -8.64404
C -7.22059 -3.26939 -9.06538
C -6.64861 -1.92204 -8.69601
O -5.53099 -1.57340 -9.05333
N -7.42188 -1.09725 -7.94823
C -8.76072 -1.33736 -7.44017
H -6.48894 -3.80585 -9.66102
H -7.44171 -3.85192 -8.17056
H -8.13254 -3.15242 -9.65129
H -6.98396 -0.21432 -7.73891
H -9.44858 -0.58580 -7.82978
H -8.76273 -1.27988 -6.35078
H -9.11486 -2.31804 -7.73607
C 4.04550 4.91310 3.76444
C 3.07631 5.89041 4.38764
O 1.94577 6.02685 3.93574
N 3.49270 6.59820 5.46061
C 4.78824 6.55646 6.11701
H 3.57560 4.42444 2.91776
H 4.93829 5.43093 3.41111
H 4.32590 4.15100 4.49161
H 2.79364 7.22668 5.82539
H 4.66821 6.26175 7.15999
H 5.25393 7.54173 6.08522
H 5.44557 5.84612 5.62804
*
```

Results
Gap between HOMO and LUMO   7.9630 eV
HOMO level   -10.5 eV

=====

Formula: C33H51BrN11O3S3
Source: OMol25
Level of theory: the ωB97M-V functional and the def2-TZVPD basis

Structure (ORCA input):
```
! wB97M-V def2-TZVPD RIJCOSX def2/J DEFGRID3
* xyz 1 1
C 6.10014 -0.73461 0.84635
C 5.45941 0.64683 1.14075
C 5.55276 1.50940 -0.16394
C 4.52650 2.66743 -0.21027
C 3.03136 2.24791 -0.47272
C 2.81046 0.82116 -1.05255
C 1.45632 0.56064 -1.76932
C 0.30418 1.53237 -1.46706
N -0.47951 1.17835 -0.25541
C -0.53597 2.03074 0.72150
S -1.59114 1.41911 2.02275
C -2.55193 0.52992 0.68394
C -3.36640 1.52859 -0.19007
S -4.46866 2.62121 0.74096
O -5.27809 3.32363 -0.22040
O -5.23997 1.92127 1.72804
N -3.36275 -0.41536 1.43973
C -4.19948 -1.02480 0.79911
S -5.32367 -1.53837 -0.16298
C -1.27620 -0.03922 -0.01390
C -1.46096 -1.07733 -1.12281
C -0.58596 -2.33025 -0.96437
O -0.28376 -2.92390 -1.93179
Br 0.02953 -2.92528 0.76841
H 7.19722 -0.64606 0.85188
H 5.84423 -1.06249 -0.17335
H 5.80396 -1.48807 1.58541
H 4.41881 0.58563 1.48554
H 6.10735 1.15218 1.86735
H 6.54902 1.98327 -0.12041
H 5.58045 0.88196 -1.06454
H 4.60138 3.17764 0.76224
H 4.80351 3.42190 -0.96120
H 2.52829 2.27240 0.51562
H 2.58871 3.03206 -1.10775
H 3.59733 0.64404 -1.81400
H 3.00168 0.06326 -0.27867
H 1.14003 -0.46006 -1.49978
H 1.61263 0.55193 -2.85543
H 0.57323 2.58900 -1.40832
H -0.41094 1.45243 -2.30642
H -0.03606 2.99799 0.70762
H -3.97890 1.00261 -0.93703
H -2.71019 2.19303 -0.77136
H -3.63658 3.55717 1.30078
H -0.74581 -0.47992 0.85683
H -2.50739 -1.41839 -1.17491
H -1.23894 -0.63727 -2.10239
C 3.09734 -2.35096 3.04989
C 4.10516 -1.56094 3.74119
N 4.90024 -0.93727 4.28660
H 3.50843 -2.83787 2.16576
H 2.69162 -3.13100 3.69332
H 2.26135 -1.73113 2.72509
C 3.78372 4.07040 4.44137
C 4.82330 3.89340 3.43724
N 5.64902 3.75322 2.65257
H 3.47751 3.11283 4.86209
H 4.13271 4.69616 5.26179
H 2.90041 4.54561 4.01504
C -2.28260 -4.50674 -3.81094
C -3.56090 -4.16482 -4.41584
N -4.59014 -3.89467 -4.84390
H -1.72302 -3.61022 -3.55621
H -2.42409 -5.07802 -2.89365
H -1.66207 -5.10404 -4.47782
C -3.01820 -2.75434 4.04244
C -1.57885 -2.55944 3.94106
N -0.44314 -2.41189 3.86122
H -3.35302 -3.55945 3.38810
H -3.30890 -3.01241 5.06008
H -3.55762 -1.85009 3.76233
C -8.52819 -3.08862 -1.64233
C -8.96654 -4.04295 -0.63358
N -9.31222 -4.79215 0.16352
H -9.27003 -2.97176 -2.43260
H -8.35622 -2.10448 -1.20498
H -7.59828 -3.41073 -2.11233
C -4.23652 6.71184 3.62902
C -3.17061 5.80175 3.23705
N -2.32805 5.08514 2.92765
H -4.98851 6.79654 2.84509
H -4.73584 6.36495 4.53293
H -3.84724 7.71003 3.82588
C 6.54099 -4.99312 2.44505
C 5.31499 -4.76795 1.69308
N 4.34762 -4.59011 1.10084
H 7.01140 -4.04938 2.72049
H 6.34320 -5.54597 3.36267
H 7.26036 -5.56547 1.86059
C -7.78753 -2.89678 -6.62219
C -8.97176 -2.69162 -5.80000
N -9.89708 -2.53019 -5.14028
H -7.01181 -3.42558 -6.06727
H -8.01429 -3.48246 -7.51239
H -7.36661 -1.94722 -6.95103
C 5.80901 4.18508 -4.25319
C 5.26774 2.87441 -3.92314
N 4.84802 1.83860 -3.66279
H 5.43412 4.94851 -3.57199
H 6.89641 4.18810 -4.18842
H 5.53590 4.47962 -5.26582
*
```

Results
Gap between HOMO and LUMO   8.1060 eV
HOMO level   -12.5 eV

=====

Formula: C33H51BrNP3Zn
Source: OMol25
Level of theory: the ωB97M-V functional and the def2-TZVPD basis

Structure (ORCA input):
```
! wB97M-V def2-TZVPD RIJCOSX def2/J DEFGRID3
* xyz 2 1
N -5.11753 -0.92484 2.91108
C -4.26146 -0.05322 3.45019
C -3.57087 0.88310 2.68002
C -3.79769 0.92360 1.28433
C -4.70280 -0.01470 0.73772
C -5.35130 -0.90608 1.60129
C -3.09239 1.87618 0.44419
Zn 1.27149 -0.31308 0.05752
P 2.47934 0.74942 -1.59564
C -3.12297 1.86075 -0.92390
C -2.14092 2.55737 -1.72501
C -2.09816 2.31502 -3.12290
C -1.11934 2.90780 -3.90748
C -0.10238 3.65190 -3.28123
C -0.19419 4.00993 -1.93253
C -1.18304 3.42121 -1.14361
Br 1.37800 4.29784 -4.35293
H -2.48702 2.62622 0.97460
H -3.85013 1.25102 -1.47167
H -2.82903 1.53024 3.13000
H -4.86880 -0.09186 -0.33660
H -4.10258 -0.08138 4.52813
H -6.07351 -1.61550 1.18454
H -2.83787 1.63008 -3.54735
H -1.18394 3.58945 -0.06293
H -1.10783 2.74891 -4.98154
H 0.52391 4.69476 -1.48698
P -0.15374 -2.24368 -0.49425
C 3.01154 2.37116 -0.95290
C 3.69872 3.26367 -1.97188
H 3.65944 2.20296 -0.07843
H 2.10088 2.85748 -0.56161
H 4.03847 4.18625 -1.48552
H 4.56893 2.78320 -2.43619
H 2.98954 3.55771 -2.76077
C 1.79975 0.87404 -3.28259
C 2.84399 0.92932 -4.40313
H 1.17011 1.77281 -3.32253
H 1.10936 0.02175 -3.41496
H 2.33692 1.14194 -5.35427
H 3.57991 1.73023 -4.24395
H 3.36740 -0.03109 -4.49554
C 3.84658 -0.48088 -1.63044
C 5.23125 0.12900 -1.79651
H 3.62470 -1.20680 -2.42997
H 3.77518 -1.04196 -0.67885
H 5.97320 -0.67600 -1.72984
H 5.34204 0.60580 -2.77923
H 5.45434 0.86222 -1.01014
C 0.63295 -3.77629 0.18141
C 2.11710 -3.92644 -0.16363
H 0.05773 -4.62586 -0.22281
H 0.48875 -3.75723 1.27522
H 2.46372 -4.90998 0.18729
H 2.30579 -3.88563 -1.24653
H 2.73390 -3.16221 0.33081
C -0.14481 -2.61593 -2.30306
C -1.15580 -1.83240 -3.13400
H -0.33356 -3.69500 -2.40104
H 0.87712 -2.41865 -2.66049
H -1.02653 -2.07912 -4.19454
H -2.19056 -2.08622 -2.87425
H -1.02952 -0.74906 -3.02405
C -1.93085 -2.55531 -0.09827
C -2.26607 -2.95560 1.33768
H -2.28434 -3.33901 -0.78912
H -2.45467 -1.62040 -0.35393
H -3.32849 -3.23500 1.39024
H -1.68192 -3.81918 1.68739
H -2.11744 -2.11716 2.03197
C 2.79765 1.53544 2.47536
P 1.46900 0.26839 2.31274
C 2.28546 -1.21620 3.02497
C 0.28985 0.67715 3.64544
C -0.32191 -0.28264 4.48629
C -1.07886 0.13987 5.58914
C -1.23645 1.49876 5.86402
C -0.65781 2.45285 5.01753
C 0.08439 2.05129 3.90544
H 3.67325 1.21525 1.89352
H 3.07365 1.65485 3.52904
H 2.46148 2.50280 2.07672
H 2.37816 -1.09183 4.11330
H 1.67556 -2.10578 2.79381
H 3.27490 -1.32706 2.56061
H -0.18761 -1.35571 4.32330
H -1.53561 -0.59656 6.25921
H -1.80542 1.82304 6.73668
H -0.77767 3.51811 5.23254
H 0.53431 2.80740 3.25613
*
```

Results
Gap between HOMO and LUMO   6.5550 eV
Energy above the lowest of the compared OMol25 structures with the same formula, charge and spin   0.00 kcal/mol
HOMO level   -12.7 eV